The following is a quantum chemistry calculation of a molecular structure, C3H4BaO2, from the OMol25 dataset.

The geometry in ORCA input format:
```
! wB97M-V def2-TZVPD RIJCOSX def2/J DEFGRID3
* xyz 2 1
O 2.906 0.396 0.054
Ba 0.374 1.233 -0.032
O 5.085 0.254 0.009
C 3.987 -0.041 -0.181
C -1.736 -0.840 0.280
C -2.345 0.248 -0.232
H -1.341 -1.627 -0.370
H -1.657 -0.987 1.362
H -2.480 0.359 -1.312
H -2.792 1.005 0.422
*
```

Output
HOMO energy in eV: -19.52
Total energy in eV: -7946.997
Molar mass in g mol⁻¹: 209.4
Relative energy (zero: lowest compared OMol25 entry of this formula, charge and spin) in kcal/mol: 19.4

Atom charges from the Löwdin analysis, given in e for atoms 1 to 6: -0.115 2.083 0.334 -0.287 -0.157 -0.201